[1]
This record from the Open Molecules 2025 dataset describes an isolated molecule of C32H40N4OS2. The level of theory is the ωB97M-V functional and the def2-TZVPD basis.

Last column: Mulliken charge in e.
Positions of all 79 atoms, in Å:
C -2.4073 -0.1349 1.0595  -0.27
N 4.1250 -4.5243 0.1290  0.11
C 1.2975 1.3122 -0.3428  1.25
H -0.2072 -3.2000 -0.1481  0.57
H -1.3543 -2.2449 -2.7971  0.47
H -2.2545 1.5202 -1.9454  0.21
C -3.3794 -1.5139 -3.0802  -0.84
C -1.9920 -1.4160 -2.4567  0.13
C 0.2663 0.7252 0.5461  -1.91
H -3.2726 -1.7969 -4.1440  0.34
C 3.1379 -3.5778 0.2889  0.65
C 2.4591 -1.3082 0.8293  -0.61
H 4.8511 7.5987 0.0463  0.31
H -3.9954 -2.2607 -2.5548  0.36
C -2.9065 -2.7277 1.9682  -1.00
C 1.2225 3.4996 0.9893  -0.77
C 3.8762 -5.9274 0.3767  -1.15
N -5.2391 -2.1468 2.2933  0.11
H 6.1781 -4.7374 -0.1196  0.30
C -2.0977 1.0768 -2.9474  -0.41
C 3.9282 7.3307 -0.4914  -1.05
C -3.9734 -1.7929 1.9135  1.32
C 1.1047 -1.6228 0.5850  0.48
N -1.3183 -0.1628 -2.8668  0.00
C -5.7033 -3.5154 2.3172  -1.14
H -3.1024 -3.7586 2.2652  0.34
H 1.0765 5.4687 1.8428  0.23
H 5.2681 -4.6567 -1.6397  0.30
H 3.5043 8.2656 -0.8845  0.39
C 2.2570 7.6261 1.2560  -1.23
C 5.3310 -4.2483 -0.6162  -0.99
H 2.1096 7.1982 2.2562  0.38
C -1.6069 -2.3142 1.7139  -0.45
H -5.0258 -4.1601 1.7520  0.33
H -2.0845 -1.4605 -1.3503  -0.25
C 1.8390 2.6825 0.0368  -0.64
H -1.5492 1.7956 -3.5792  0.48
C -0.0071 -0.0619 -2.4520  0.42
H 3.5032 2.4919 -1.3139  0.42
H -5.6927 -0.2321 2.9988  0.34
C -3.4423 0.7836 -3.5889  -0.78
H -2.2543 0.8655 0.6584  0.08
H 2.1071 0.6015 -0.5584  0.61
S 1.0227 -1.3654 -2.3923  -0.24
H -4.1209 1.6411 -3.4687  0.34
O -4.1169 -0.2958 -2.9336  -0.38
C -1.3221 -1.0405 1.1705  -0.21
H -6.6608 -1.5507 3.7051  0.35
H -5.7880 -3.8959 3.3458  0.34
H 3.2190 -6.0511 1.2453  0.35
C 2.9719 3.1578 -0.6347  -0.55
C -3.6890 -0.4751 1.4718  -1.06
C 1.6127 4.8298 1.1371  -0.74
H 2.7157 -0.3112 1.1966  0.68
H 1.5009 -4.9535 -0.0934  0.34
C 1.7760 -3.9204 0.1312  -0.98
H 1.2730 7.9132 0.8501  0.31
H -4.4935 0.2606 1.4098  0.34
C 0.8084 -2.9358 0.1601  -0.15
N 2.9694 6.7003 0.3942  0.13
S 0.4906 1.5470 -1.9949  -0.35
C -6.1929 -1.1790 2.7847  -1.13
H 3.4192 -6.4329 -0.4875  0.35
H -0.8009 -3.0105 1.9427  0.67
H 5.4990 -3.1709 -0.6752  0.32
H 4.8383 -6.4109 0.5792  0.33
H -0.3905 1.4578 0.9976  0.13
H 4.5068 -1.9475 0.7262  0.41
H -6.9968 -1.0075 2.0555  0.32
H 4.3152 4.7920 -0.9715  0.25
H 4.1816 6.6724 -1.3251  0.32
H 0.4094 3.1161 1.6061  0.44
C 0.0349 -0.6097 0.7587  0.76
C 3.4138 4.4576 -0.4574  -1.10
C 3.4602 -2.2317 0.6022  -0.86
C 2.6833 5.3628 0.3667  1.68
H 2.8539 8.5407 1.3446  0.43
H -3.2746 0.5749 -4.6628  0.36
H -6.7051 -3.5676 1.8703  0.37

As for the multiplicity: 1. Its SMILES is CN(C)c1ccc(C(=C[C@@H](SC(=S)N2CCOCC2)c2ccc(N(C)C)cc2)c2ccc(N(C)C)cc2)cc1. The value obtained for the frontier orbital gap is 7.0 eV. The electronic energy is -2333.91846 a.u. For the HOMO energy, the calculation gives -6.688 eV. Its relative energy (zero: lowest compared OMol25 entry of this formula, charge and spin) is 0.0 kcal/mol.

***

[2]
This record from the Open Molecules 2025 dataset describes an isolated molecule of C32H41BrClN2O4PS. The level of theory is the ωB97M-V functional and the def2-TZVPD basis.

Last column: Mulliken charge in e.
Positions of all 83 atoms, in Å:
C 5.8983 -0.0152 -3.6586  -0.55
C -0.2729 -0.1523 0.4699  0.80
Br 0.0112 2.0069 -2.7757  -0.01
H 1.0931 4.6228 1.4834  0.37
C -1.6635 -1.8688 2.2935  -0.06
C -1.2655 0.8926 2.8945  0.46
H 3.7131 1.7627 -2.6964  0.28
H 2.1414 -3.2835 0.5577  0.28
P 5.4094 -3.5536 -3.0668  1.10
C 0.1114 2.5823 0.9582  0.19
C 2.6990 -2.5017 -1.9183  -0.09
H 6.4480 -0.8201 -4.3067  0.35
C -2.1520 -0.3808 6.8917  -0.27
H -1.6556 -0.9135 7.8318  0.26
H -0.4652 4.9826 -1.3573  0.24
S -0.0208 -1.6635 -0.6509  -0.14
C -1.1738 -0.1201 5.5750  -0.24
O 5.3211 -4.7086 -1.7195  -0.53
H -0.0391 -0.3965 5.5131  0.34
C 0.6411 4.0793 0.5508  -0.83
H -3.9323 -2.1634 2.4975  0.31
H 5.5413 0.8275 -4.4253  0.31
C -4.6682 2.2478 -1.6891  -0.44
H -0.1805 6.1634 0.0838  0.35
C 1.9879 0.3104 -1.7269  -0.04
H -2.0411 2.7602 -0.8104  -0.31
C 4.5194 -0.5527 -2.9259  -0.04
H 0.6771 -5.1904 1.6920  0.34
H 6.3531 0.8242 -1.5147  0.30
C -2.0368 0.5889 4.3285  -0.06
O 6.9450 -3.0613 -3.0661  -0.59
H 1.5495 3.9174 -0.2067  0.18
C -0.6809 2.3455 2.4121  -0.54
C -2.0242 4.7821 0.2973  -0.54
H -2.1685 4.4863 1.4200  0.15
C 4.1728 -2.1477 -2.6254  0.02
H -1.0762 -2.7659 1.8193  -0.18
C 0.3590 1.2798 -0.0615  -0.65
C 3.4400 0.6450 -2.4808  -0.87
C 6.8820 0.7726 -2.5829  -0.31
H -5.2943 -1.3765 -1.7222  0.28
N -4.4258 0.6606 5.8707  -0.48
H -2.6045 4.2531 -1.8670  0.29
N 1.1151 1.4878 -1.3547  0.10
H 2.7513 -4.8697 -2.2129  0.31
H -0.8341 3.2687 3.1159  0.32
C 1.6516 -1.2764 -1.4904  0.31
H 1.0413 -4.1204 -1.9560  0.34
H -1.7276 -2.0448 3.4489  0.36
C 2.1759 -4.0297 -1.5955  -0.55
O 5.0031 -4.3966 -4.5486  -0.56
H -5.1707 2.8057 -2.5966  0.29
H -4.3134 2.7604 0.6042  -0.02
H 5.4661 -4.1009 -0.9103  0.36
H 3.0297 -5.0366 0.3771  0.31
C -3.7213 0.0259 7.0206  -0.19
H -5.6384 -0.1116 -3.1990  0.28
H 4.0797 -4.0732 -4.8071  0.37
H -0.2187 -4.5344 0.1625  0.10
H -3.2926 -2.7462 0.7936  0.29
C -5.0673 -0.3168 -2.1800  -0.88
H -4.9728 4.2211 -0.4844  0.26
H -4.2071 1.3550 3.7251  0.25
H 7.0187 1.9154 -2.8993  0.20
C -2.6931 3.7546 -0.7906  -0.01
H 8.4997 0.1294 -1.5407  0.32
H -4.3006 -0.2232 8.0327  0.29
H -3.6324 1.8310 -2.1114  0.05
Cl 0.6604 -6.8576 -0.1700  -0.22
O 8.2308 0.1882 -2.5063  -0.51
C 0.7446 -5.1172 0.5059  -0.32
C -1.0659 -0.3845 1.8854  -0.19
C -4.2300 3.2909 -0.4580  -0.15
H -5.1865 0.6620 -0.0572  0.10
H -6.6360 1.1681 -1.2831  0.28
C -3.1940 -1.9247 1.6215  -0.60
C -3.6075 0.8799 4.6446  -0.18
C -5.4968 0.9313 -1.1557  -0.19
H -3.9077 -0.3117 -2.4285  0.18
H -3.5039 -0.8685 1.1837  -0.02
C 2.1426 -4.3552 0.0344  -0.42
C -0.4740 5.0430 -0.1662  -0.50
H -2.5908 5.8240 0.1611  0.39

As for the multiplicity: 1. Its SMILES is CCCCCCCCc1cc(-c2cccnc2)c(CC)c2c1N(Br)c1cc(CCO)c(P(=O)(O)O)c(CCCCl)c1S2. The value obtained for the frontier orbital gap is 7.0 eV. The electronic energy is -5427.14263 a.u. For the HOMO energy, the calculation gives -8.317 eV.

***

Look up the electronic energy of the second one. -5427.14263 a.u.

***

Which formula does entry 1 have? C32H40N4OS2

***

Look up the multiplicity of the second one. 1

***

Which value of multiplicity does entry 2 give? 1